Molecular formula: H18N3O11S2
Method: DFT, ωB97M-V/def2-TZVPD

Cartesian coordinates (Å):
N 0.04161 0.40189 0.54601
H -0.02696 -0.26987 1.30398
H 1.03102 0.50592 0.33563
H -0.48840 1.25469 0.69092
H -0.41777 -0.10836 -0.20978
N 2.00947 -0.93066 -2.41360
H 1.13088 -0.62342 -2.84654
H 2.04168 -0.53177 -1.47505
H 2.73682 -0.57910 -3.02135
H 2.08739 -1.93647 -2.35211
N -3.58658 -1.42639 -0.44045
H -4.03165 -0.63511 0.00437
H -2.68069 -1.15934 -0.82720
H -4.07111 -1.78499 -1.25468
H -3.42261 -2.25675 0.11384
S -1.25221 0.38528 -2.61032
O -2.41131 0.01654 -3.42575
O -1.27100 -0.52310 -1.47045
O -0.03262 0.15761 -3.40489
O -1.34149 1.77416 -2.23404
S 3.31094 0.03757 1.18052
O 2.44215 -0.24955 2.28041
O 3.94907 1.34386 1.33438
O 4.36253 -0.99200 1.06701
O 2.60974 -0.03388 -0.06052
O -0.55391 -1.49441 2.43829
H 0.08521 -2.09649 2.82527
H -1.26121 -2.06070 2.12644
O -1.54859 2.50837 1.07888
H -1.98078 3.00607 0.38162
H -1.16996 3.17508 1.65502
O 0.87876 1.71110 3.05931
H 1.40870 2.46731 2.80277
H 1.42290 0.94691 2.82206

Results
Calculated total energy in eV: -48957.235
2S+1: 1
E_LUMO in eV: 0.90
Net charge: -1


Molecular formula: H18O9
Method: DFT, ωB97M-V/def2-TZVPD

Cartesian coordinates (Å):
H 2.51925 -1.54852 1.36022
H 1.95495 -2.34547 0.25524
H 1.36320 0.69437 2.05611
H 2.83678 1.06052 1.40277
H 0.08430 -1.38341 -0.78649
H 0.35797 -2.64153 -1.68039
H 0.19361 -2.37833 1.45994
H -1.46141 -2.17856 1.17741
H -0.88111 0.16511 -1.41521
H -1.97980 0.03789 -0.32081
H -0.25988 -0.07916 2.20695
H -0.51761 0.98482 1.02137
H -2.33805 2.02838 -0.80312
H -3.62303 1.92590 0.24068
H 1.07803 1.09264 -0.69094
H 1.57099 0.09949 -1.56904
H -0.24096 1.84598 -2.54248
H -0.94031 3.14520 -2.00815
O 2.23963 -2.51141 1.22649
O 2.30292 0.35561 1.79252
O 0.79151 -1.81551 -1.29389
O -0.68501 -1.86966 1.70121
O -1.35157 -0.48004 -0.87524
O -0.43268 0.92040 1.94690
O -2.66070 1.71751 0.10668
O 1.19572 0.92853 -1.58860
O -1.11672 2.22927 -2.38013

Results
Calculated total energy in eV: -18719.888
Structure (SMILES): O.O.O.O.O.O.O.O.O
ΔE to the lowest compared entry with this formula, charge and spin in kJ/mol: 216.81
2S+1: 1
E_LUMO in eV: 0.14
Net charge: 0